[1]
A molecular structure, C6H21AlNO6P3. Source: OMol25; level of theory: the ωB97M-V functional and the def2-TZVPD basis.

Structure (XYZ):
```
38
Properties=species:S:1:pos:R:3:forces:R:3:nbo_charge:R:1
C 0.0382 3.5682 1.1868 -0.828 -0.504 -0.275 -0.942
P -0.4108 1.9910 2.0298 0.132 -0.145 1.242 0.391
O -2.0376 1.6237 1.4757 -0.593 0.233 -0.960 -1.064
Al 0.8569 0.1898 1.1177 1.056 0.538 -0.934 1.240
C 2.7463 0.1867 1.8081 -0.979 -0.306 -0.201 -1.244
C 0.7182 0.3015 -0.8937 -0.024 -0.512 0.585 -1.007
C 1.0961 -0.9833 -1.6519 -0.036 0.841 -0.640 -0.379
C 2.2208 -0.7474 -2.6733 -0.145 -0.799 0.165 -0.519
C 3.5757 -0.7110 -2.0238 -1.046 0.422 -0.317 0.795
O 4.2260 0.2818 -1.9604 0.998 0.500 -0.037 -0.557
O 3.9976 -1.8827 -1.4951 0.472 -0.101 0.506 -0.704
P -0.2317 -1.7044 2.0345 -0.884 0.630 1.026 -0.579
P -1.7183 -2.3271 0.5990 1.438 -1.330 0.388 2.080
O -1.1836 -2.8582 -0.6471 0.299 -0.079 -1.300 -1.122
O -2.6331 -3.4622 1.2870 -0.592 0.969 0.195 -0.981
O -2.6903 -1.0565 0.3378 -0.301 0.109 0.241 -1.030
H -0.8513 4.1875 1.1487 -0.276 0.192 -0.019 0.223
H 0.4313 3.4706 0.1842 0.258 0.036 -0.224 0.214
H 0.7150 4.0848 1.8478 0.461 0.076 0.104 0.245
H -2.3890 1.0142 2.1330 0.130 0.033 0.158 0.493
H 2.8143 0.9334 2.5880 0.286 0.194 0.285 0.224
H 3.4875 0.3694 1.0403 0.154 0.204 -0.207 0.237
H 2.9572 -0.7886 2.2356 0.178 -0.165 0.265 0.217
H -0.3037 0.6093 -1.1349 -0.256 -0.011 -0.255 0.174
H 1.3430 1.0984 -1.2851 0.151 0.424 0.213 0.227
H 0.2496 -1.2941 -2.2401 -0.360 -0.514 0.024 0.217
H 1.3628 -1.8147 -1.0056 -0.161 -0.260 0.204 0.179
H 2.0469 0.1551 -3.2357 0.063 0.439 0.002 0.220
H 2.1914 -1.5681 -3.3836 0.202 -0.279 -0.141 0.220
H 3.2758 -2.2632 -0.9831 -0.164 -0.330 -0.210 0.489
H 0.6596 -2.7888 2.1771 -0.187 -0.169 -0.640 0.051
H -1.9855 -4.0917 1.6219 -0.165 -0.348 0.201 0.505
H -2.0933 -0.4758 -0.1672 -0.083 0.202 0.093 0.513
N -4.5072 1.3510 -0.4177 0.548 0.223 0.503 -0.886
H -4.2792 1.6786 -1.3546 0.035 0.013 -0.060 0.445
H -5.4340 1.6821 -0.1558 0.008 0.020 0.040 0.441
H -4.4838 0.3257 -0.4005 0.211 -0.080 0.150 0.471
H -3.7779 1.7152 0.2561 0.000 -0.366 -0.167 0.499
```
Positions in Å, forces in eV/Å.

- HOMO (eV) = -6.76
- calculated total energy (a.u.) = -2013.95986
- strongest force on any atom (hartree/bohr) = 0.0388

=====

[2]
2 unconnected molecules or ions with the total composition CH3NO3. Source: OMol25; level of theory: the ωB97M-V functional and the def2-TZVPD basis.

Structure (XYZ):
```
8
Properties=species:S:1:pos:R:3:forces:R:3:nbo_charge:R:1
C -0.6324 0.6738 -0.5031 0.162 -3.577 1.617 0.058
N -1.7646 -0.0909 -0.0014 1.465 -1.686 0.049 0.436
O -2.1076 -1.0097 -0.7785 -0.411 1.625 1.057 -0.373
O -2.0222 0.0257 1.1756 -0.958 0.269 -0.598 -0.300
O 0.5837 -1.2823 0.6519 -1.503 0.801 -3.640 -0.708
H -0.5000 0.4544 -1.5154 0.498 0.228 -1.428 0.214
H -0.0869 1.2908 0.1430 0.302 1.025 0.739 0.233
H 0.4219 -1.8442 -0.2020 0.445 1.316 2.204 0.441
```
Positions in Å, forces in eV/Å.

- HOMO (spin up / spin down) (eV) = -10.61 / -10.60
- calculated total energy (a.u.) = -320.08031
- strongest force on any atom (hartree/bohr) = 0.0781

=====

[3]
2 unconnected molecules or ions with the total composition C4H12. Source: OMol25; level of theory: the ωB97M-V functional and the def2-TZVPD basis.

Structure (XYZ):
```
16
Properties=species:S:1:pos:R:3:forces:R:3:nbo_charge:R:1
C 1.0973 0.4487 1.8484 0.132 -0.359 1.176 -0.606
C 0.4472 -0.9029 2.2686 0.203 0.716 -2.090 -0.616
H 1.7663 0.2484 1.0256 0.281 0.216 -0.258 0.201
H 0.3788 1.2068 1.5518 -0.218 -0.141 -0.177 0.205
H 1.6791 0.8987 2.6594 -0.015 -0.081 -0.065 0.199
H 0.3812 -1.4099 1.3002 -0.286 -0.401 0.181 0.200
H -0.5850 -0.7806 2.5744 0.081 -0.144 0.709 0.208
H 1.0844 -1.5444 2.8649 -0.172 0.200 0.540 0.210
C -0.4197 0.1949 -1.3465 -0.453 2.392 -1.312 -0.626
C -1.1300 0.2531 -2.7442 -0.403 -0.965 1.173 -0.615
H 0.0907 1.1733 -1.3225 0.669 -0.602 0.132 0.203
H -1.1129 0.4107 -0.5462 -0.314 -1.074 0.450 0.210
H 0.2859 -0.6082 -1.2257 -0.024 -0.273 0.338 0.211
H -1.0856 -0.7007 -3.2691 0.596 0.160 -0.308 0.206
H -0.7169 1.0930 -3.2846 -0.143 -0.169 -0.582 0.206
H -2.2116 0.3533 -2.6290 0.066 0.524 0.095 0.204
```
Positions in Å, forces in eV/Å.

- HOMO (eV) = -11.54
- calculated total energy (a.u.) = -159.56151
- strongest force on any atom (hartree/bohr) = 0.0538

=====

[4]
A gas-phase ion, C7H18NOSi (charge +1). Source: OMol25; level of theory: the ωB97M-V functional and the def2-TZVPD basis.

Structure (XYZ):
```
28
Properties=species:S:1:pos:R:3:forces:R:3:nbo_charge:R:1
C -0.3179 0.5880 3.0390 -0.379 -3.348 -0.506 -1.137
Si -0.3437 1.2959 1.3374 0.335 -0.070 -0.280 1.351
C -2.0247 1.2970 0.5616 -1.880 0.816 2.017 -1.150
C 0.8606 -0.2289 0.6296 -1.096 1.858 0.070 0.252
N 2.0069 -0.2521 1.2167 0.554 -1.286 -1.007 -0.693
C 0.4388 -1.5180 0.0335 -1.240 0.249 0.026 -0.523
C -0.5532 -1.5730 -1.1604 -0.055 2.480 -0.263 -0.388
C -0.0943 -0.8344 -2.5112 -1.619 1.545 2.592 -0.433
C 0.3776 0.6586 -2.3354 0.556 -2.174 -0.692 -0.067
O 1.5158 0.7446 -1.5134 0.650 0.241 0.693 -0.718
H -0.3469 1.3390 3.7689 0.154 0.857 1.316 0.264
H -1.2747 -0.0371 3.1297 1.157 0.874 0.041 0.259
H 0.5270 -0.1903 3.1799 -1.306 1.660 0.174 0.250
H 0.1500 2.7454 1.3254 0.363 -1.115 -0.303 -0.118
H -1.9548 0.9884 -0.4521 -0.363 -0.068 -0.971 0.243
H -2.7615 0.5886 1.1337 1.360 1.274 -1.120 0.268
H -2.4524 2.3896 0.6423 0.746 -2.150 -0.312 0.283
H 2.4963 0.5311 1.5554 0.225 1.217 0.764 0.421
H 2.5836 -1.0704 1.0883 0.294 -0.185 0.060 0.395
H -0.1764 -1.9200 0.8873 0.947 -0.418 -0.498 0.273
H 1.3597 -2.0485 -0.2111 -0.195 -0.604 0.308 0.215
H -1.5789 -1.2814 -0.7813 1.111 -0.149 -0.699 0.215
H -0.5948 -2.5722 -1.4854 -0.339 -1.489 0.098 0.233
H 0.6280 -1.5199 -2.9248 0.304 0.316 -0.823 0.215
H -1.0081 -0.6563 -3.0947 0.330 -0.929 -0.367 0.235
H 0.6157 0.9949 -3.3666 -0.487 0.531 0.739 0.197
H -0.3146 1.2379 -1.7437 -0.778 0.288 -0.781 0.182
H 2.2373 0.3033 -1.9486 0.650 -0.220 -0.277 0.477
```
Positions in Å, forces in eV/Å.

- HOMO (eV) = -13.90
- calculated total energy (a.u.) = -696.71257
- strongest force on any atom (hartree/bohr) = 0.0666
- net charge = +1

=====

[5]
C3H5N2OP in the gas phase. Source: OMol25; level of theory: the ωB97M-V functional and the def2-TZVPD basis.

Structure (XYZ):
```
12
Properties=species:S:1:pos:R:3:forces:R:3:nbo_charge:R:1
C 1.0550 1.0056 1.1128 0.014 1.625 -1.030 -0.034
C 0.2051 1.2152 -1.1132 0.456 -0.720 -0.314 0.794
C -0.3237 -0.8132 0.1814 -0.149 -0.936 1.640 -0.441
N 0.4329 2.5566 -1.0896 0.048 1.243 -4.467 -0.968
N 0.3087 0.5558 0.1271 -0.166 -1.875 1.924 -0.471
O 0.0224 0.5771 -2.1210 -0.220 0.223 -0.086 -0.577
P 0.0568 3.7730 -0.0294 -0.001 0.333 0.968 0.472
H 1.0490 0.3221 1.9473 -0.209 -0.614 0.248 0.114
H 0.1756 -1.3649 1.1720 -1.444 1.301 -3.065 0.218
H -1.4521 -0.7409 0.3231 1.458 0.119 0.019 0.214
H -0.1892 -1.3195 -0.8003 0.289 0.124 1.014 0.245
H 0.5236 2.8590 -2.1698 -0.077 -0.823 3.150 0.433
```
Positions in Å, forces in eV/Å.

- HOMO (spin up / spin down) (eV) = -7.59 / -7.59
- calculated total energy (a.u.) = -643.25424
- strongest force on any atom (hartree/bohr) = 0.0902

=====

[6]
A molecular structure, C7H15BrO3S. Source: OMol25; level of theory: the ωB97M-V functional and the def2-TZVPD basis.

Structure (XYZ):
```
27
Properties=species:S:1:pos:R:3:forces:R:3:nbo_charge:R:1
C -2.0135 0.2535 -1.2350 0.813 -0.222 -1.225 -0.618
C -2.6851 0.0726 1.0896 -1.589 -0.563 0.372 -0.617
C -1.5697 -2.0034 -0.0888 -4.168 2.986 -1.144 -0.598
C 4.0664 0.9377 -0.6979 -1.108 0.756 3.938 -0.777
C -0.4035 0.1173 0.6897 4.009 0.957 -0.602 0.329
C 1.2363 -0.1446 -0.5699 -1.618 -0.318 0.389 -0.709
C -1.6705 -0.5061 0.0393 1.558 2.768 2.547 -0.121
O 1.8300 2.4076 -0.4895 0.511 -2.078 0.149 -0.958
O 2.2423 1.0621 1.5221 1.103 -0.617 -1.974 -0.979
O 0.1468 -0.4489 1.7833 -1.566 -1.751 0.697 -0.746
S 2.3086 1.1002 0.0319 -0.409 3.723 0.624 2.045
Br 2.0336 -1.8633 -0.1815 0.007 0.069 -0.048 0.025
H -3.0900 0.3495 -1.2828 -0.368 0.205 0.079 0.219
H -1.8083 -0.4010 -2.1731 0.462 1.617 1.325 0.219
H -1.5681 1.3185 -1.1435 -0.560 -1.813 -0.882 0.236
H -3.5649 -0.6901 1.0078 0.857 1.972 0.239 0.221
H -2.3908 0.1148 2.1931 -0.034 -0.371 -1.612 0.235
H -2.8912 1.1646 0.7604 -0.259 -1.968 0.704 0.219
H -2.3363 -2.2029 -0.8491 0.333 -0.875 0.268 0.208
H -0.6441 -2.2145 -0.3514 4.098 -1.423 -1.727 0.218
H -1.7589 -2.4181 0.8199 -0.775 -1.567 2.469 0.219
H 3.8541 0.5048 -1.6176 0.334 -1.179 -1.546 0.233
H 4.4254 1.9628 -0.7745 -0.325 0.017 -0.120 0.252
H 4.6534 0.4423 0.1171 -0.382 -0.201 -1.349 0.251
H -0.3071 1.2351 0.8405 -0.713 -0.992 -1.048 0.204
H 0.9700 -0.1241 -1.6419 0.454 0.426 0.623 0.250
H 0.9349 -0.0262 2.2017 -0.667 0.442 -1.147 0.539
```
Positions in Å, forces in eV/Å.

- HOMO (eV) = -9.08
- calculated total energy (a.u.) = -3473.49649
- strongest force on any atom (hartree/bohr) = 0.1022